ORCA calculation (ωB97M-V/def2-TZVPD) on a molecular structure, C37H73Br3Hg2N4O4 in a non-equilibrium geometry.

Calculated values
net charge: 0
energy relative to the best compared isomer or geometry (same formula, charge and spin): 0.0 kcal per mole
electronic energy: -272169.02471 eV
LUMO: -0.4824 eV
HOMO-LUMO gap: 6.2 eV
spin multiplicity: 1

Positions of all 123 atoms, in Å:
Hg: 0.974 -0.912 1.735
Hg: -0.265 1.380 -1.384
C: -1.399 1.052 -5.955
C: -0.556 0.627 -4.742
C: 0.701 -0.069 -5.279
C: 1.911 0.872 -5.608
C: 2.115 1.806 -4.423
C: 0.902 2.661 -4.076
N: -0.251 1.783 -3.852
O: -1.316 2.426 -3.171
C: 0.635 3.653 -5.257
C: 1.347 3.478 -2.847
C: -1.257 -0.418 -3.833
H: -1.570 0.174 -6.578
H: -0.783 1.762 -6.503
H: -2.344 1.458 -5.599
H: 0.473 -0.473 -6.269
H: 1.063 -0.942 -4.734
H: 1.608 1.471 -6.471
H: 2.808 0.349 -5.935
H: 2.928 2.482 -4.703
H: 2.448 1.191 -3.582
H: -0.345 4.100 -5.089
H: 0.807 3.267 -6.259
H: 1.344 4.489 -5.239
H: 1.489 2.812 -1.989
H: 0.586 4.223 -2.596
H: 2.223 4.114 -2.968
H: -0.622 -0.687 -2.986
H: -1.420 -1.311 -4.442
H: -2.243 -0.119 -3.477
C: -0.930 3.752 0.307
C: -2.130 2.832 0.691
C: -3.307 3.344 -0.197
C: -4.375 2.251 -0.456
C: -3.773 0.890 -0.861
C: -2.867 0.347 0.265
N: -1.820 1.400 0.450
O: -0.599 0.864 1.032
C: -2.262 -0.954 -0.285
C: -3.665 0.012 1.549
C: -2.467 3.127 2.159
H: -1.272 4.777 0.156
H: -0.437 3.488 -0.628
H: -0.216 3.759 1.132
H: -2.976 3.709 -1.171
H: -3.819 4.187 0.268
H: -4.867 2.607 -1.363
H: -5.032 2.216 0.411
H: -3.226 1.107 -1.782
H: -4.607 0.222 -1.084
H: -1.838 -1.562 0.516
H: -1.473 -0.666 -0.982
H: -3.009 -1.548 -0.807
H: -4.323 -0.851 1.416
H: -4.437 0.775 1.658
H: -2.981 -0.146 2.380
H: -1.915 2.547 2.902
H: -3.520 3.000 2.410
H: -2.162 4.162 2.325
C: 4.047 -1.815 -1.584
C: 3.313 -1.750 -0.202
C: 4.359 -1.970 0.889
C: 5.241 -0.744 1.122
C: 4.429 0.532 1.373
C: 3.329 0.850 0.287
N: 2.659 -0.436 0.003
O: 1.409 -0.319 -0.664
C: 4.017 1.502 -0.896
C: 2.410 1.907 0.917
C: 2.384 -2.965 -0.068
H: 4.746 -2.649 -1.603
H: 4.648 -0.936 -1.831
H: 3.367 -1.779 -2.438
H: 5.074 -2.728 0.559
H: 3.948 -2.353 1.826
H: 5.950 -0.653 0.297
H: 5.820 -0.912 2.032
H: 5.148 1.352 1.430
H: 3.967 0.400 2.355
H: 3.299 1.477 -1.720
H: 4.910 0.958 -1.205
H: 4.318 2.542 -0.773
H: 2.981 2.789 1.209
H: 1.942 1.578 1.853
H: 1.578 2.192 0.276
H: 3.009 -3.857 -0.032
H: 1.743 -3.158 -0.931
H: 1.726 -2.879 0.795
C: -0.454 -4.269 4.645
C: -0.645 -3.175 3.569
C: -2.125 -2.741 3.578
C: -2.486 -1.726 4.640
C: -1.464 -0.564 4.666
C: 0.011 -0.993 4.770
N: 0.209 -1.998 3.718
O: 1.599 -2.295 3.384
C: 0.255 -1.560 6.206
C: 0.886 0.262 4.592
C: -0.480 -3.816 2.175
H: -1.137 -5.040 4.279
H: -0.801 -4.061 5.654
H: 0.563 -4.658 4.633
H: -2.762 -3.629 3.656
H: -2.450 -2.481 2.564
H: -2.538 -2.147 5.649
H: -3.462 -1.239 4.577
H: -1.566 0.215 5.421
H: -1.530 -0.198 3.635
H: -0.456 -2.333 6.487
H: 0.403 -0.794 6.965
H: 1.185 -2.138 6.168
H: 1.959 0.156 4.432
H: 0.719 0.882 5.476
H: 0.595 0.970 3.803
H: -1.247 -4.571 2.000
H: 0.484 -4.291 1.984
H: -0.583 -3.079 1.372
C: -4.033 -4.142 -1.346
Br: -2.279 -4.892 -0.782
Br: -5.092 -3.671 0.267
Br: -4.944 -5.305 -2.591
H: -3.788 -3.203 -1.824